[1]
The following is a quantum chemistry calculation of C40H29BaBrF4IN8O3S5 as an isolated structure, from OMol25.

The geometry in ORCA input format:
```
! RIJCOSX wB97M-V def2-TZVPD def2/J DEFGRID3
* xyz -1 1
Ba 0.055 -1.350 0.152
O -2.013 3.787 0.951
C -3.024 3.368 0.177
C -3.841 4.326 -0.429
C -4.891 3.934 -1.243
C -5.129 2.585 -1.487
C -4.307 1.633 -0.898
C -3.258 1.997 -0.065
C -2.396 0.919 0.536
O -2.393 -0.219 -0.004
N -1.720 1.321 1.601
N -0.885 0.332 2.119
C -0.501 0.531 3.322
C 0.345 -0.341 4.124
C 0.485 0.034 5.471
C 1.188 -0.716 6.387
C 1.792 -1.899 5.946
C 1.692 -2.291 4.633
C 0.970 -1.544 3.660
O 0.923 -1.959 2.443
H -1.687 2.945 1.430
H -3.646 5.372 -0.223
H -5.531 4.689 -1.686
H -5.950 2.277 -2.123
H -4.450 0.576 -1.084
H -0.868 1.427 3.832
H -0.001 0.950 5.792
H 1.267 -0.400 7.419
H 2.354 -2.511 6.643
H 2.169 -3.201 4.286
N 2.771 -0.846 -1.487
C 4.081 -1.508 -1.472
C 4.018 -2.898 -2.105
C 2.775 -3.692 -1.717
C 2.594 -3.888 -0.221
N 1.177 -4.132 0.067
H 2.360 -0.858 -2.417
H 2.868 0.123 -1.211
H 4.396 -1.577 -0.430
H 4.850 -0.924 -1.993
H 4.930 -3.437 -1.832
H 4.032 -2.800 -3.194
H 2.790 -4.664 -2.220
H 1.897 -3.165 -2.097
H 2.876 -2.984 0.326
H 3.248 -4.692 0.141
H 1.043 -4.325 1.055
H 0.826 -4.924 -0.462
C -3.480 -2.593 -1.804
S -2.202 -3.539 -0.943
C -1.293 -4.196 -2.291
C -0.535 -3.482 -3.163
S -0.238 -1.791 -3.249
S 0.242 -4.481 -4.386
C -0.310 -6.037 -3.880
S 0.137 -7.455 -4.596
S -1.353 -5.934 -2.516
H -4.057 -2.090 -1.030
H -4.112 -3.265 -2.380
H -3.007 -1.848 -2.441
F -1.388 1.409 -2.587
C -1.836 2.608 -2.906
C -2.866 2.711 -3.757
F -3.411 1.608 -4.242
C -3.395 3.986 -4.202
C -2.693 5.143 -3.678
C -1.678 5.044 -2.814
F -1.125 6.153 -2.344
C -1.170 3.768 -2.340
C -0.141 3.674 -1.457
C 0.345 2.417 -0.969
N 0.767 1.439 -0.544
C 0.577 4.795 -0.923
N 1.224 5.633 -0.479
F -3.116 6.351 -4.033
C -4.462 4.091 -5.038
C -4.992 5.341 -5.506
N -5.476 6.291 -5.933
C -5.214 2.969 -5.522
N -5.876 2.139 -5.961
Br 5.250 -2.404 2.308
C 4.914 -1.276 3.787
C 5.425 -1.669 5.016
C 5.192 -0.898 6.142
C 4.440 0.262 6.041
C 3.932 0.653 4.815
C 4.171 -0.108 3.676
I 3.381 0.587 1.882
H 5.997 -2.584 5.081
H 5.589 -1.213 7.098
H 4.232 0.860 6.918
H 3.329 1.547 4.735
*
```

Calculated values
Relative energy (zero: lowest compared OMol25 entry of this formula, charge and spin) = 0.0000 eV
Frontier orbital gap = 3.470 eV
HOMO level = -0.184 hartree
Molar mass = 1250.2 g mol⁻¹

Mulliken population analysis, charges in e, atoms 1 to 4: atom 1 (Ba): 0.801, atom 2 (O): -0.688, atom 3 (C): 0.103, atom 4 (C): -0.837

---

[2]
The following is a quantum chemistry calculation of a 5-piece molecular cluster, C40H29N3O17S2 overall in a non-equilibrium geometry, from OMol25.

The geometry in ORCA input format:
```
! RIJCOSX wB97M-V def2-TZVPD def2/J DEFGRID3
* xyz 0 1
C 7.178 -2.989 2.827
C 6.331 -2.999 4.263
C 5.305 -1.735 4.594
C 5.191 -0.527 3.490
C 6.055 -0.471 2.058
C 7.060 -1.733 1.747
N 5.927 0.681 1.086
C 4.490 1.029 0.767
C 4.018 1.209 -0.825
C 2.412 1.546 -1.145
C 1.299 1.724 0.085
C 1.752 1.539 1.684
C 0.596 1.679 2.837
C 0.416 0.372 3.809
S 1.112 -1.229 3.130
C -0.104 -1.969 1.913
N -0.120 -1.633 0.437
N -1.160 -2.445 -0.024
C -1.816 -3.233 1.124
O -1.109 -2.927 2.398
C 3.334 1.210 1.962
S 4.005 0.952 3.733
H 7.896 -3.896 2.540
H 6.429 -3.895 5.036
H 4.650 -1.694 5.577
H 7.643 -1.707 0.714
H 6.457 0.532 0.200
H 4.831 1.070 -1.674
H 2.123 1.638 -2.298
H 0.192 1.948 -0.244
H 0.912 2.586 3.539
H -0.450 1.958 2.383
H 0.812 0.529 4.914
H -0.759 0.201 3.927
H -2.731 -3.971 0.997
C -3.232 -4.757 -2.231
C -4.335 -5.048 -1.538
C -5.611 -5.393 -2.223
O -6.603 -5.674 -1.559
C -5.629 -5.378 -3.694
C -4.527 -5.085 -4.387
C -3.245 -4.766 -3.702
O -2.244 -4.519 -4.366
O -4.538 -5.067 -5.770
O -4.331 -5.039 -0.155
H -2.297 -4.507 -1.746
H -6.568 -5.614 -4.179
H -3.623 -4.829 -6.035
H -5.245 -5.282 0.110
C 7.840 4.973 0.425
C 8.898 5.721 0.746
C 9.939 5.224 1.688
O 10.909 5.926 1.950
C 9.754 3.889 2.278
C 8.695 3.143 1.959
C 7.668 3.629 0.997
O 6.715 2.913 0.709
O 8.513 1.889 2.512
O 9.065 6.986 0.215
H 7.077 5.321 -0.260
H 10.509 3.547 2.975
H 7.677 1.551 2.123
H 9.904 7.322 0.599
C -8.960 -2.302 -6.303
C -9.773 -2.043 -7.329
C -9.782 -2.903 -8.545
O -10.554 -2.651 -9.463
C -8.845 -4.036 -8.595
C -8.029 -4.292 -7.571
C -8.040 -3.449 -6.344
O -7.291 -3.721 -5.411
O -7.144 -5.354 -7.612
O -10.639 -0.965 -7.299
H -8.944 -1.687 -5.412
H -8.850 -4.642 -9.492
H -6.667 -5.330 -6.754
H -11.120 -0.993 -8.154
C -2.813 4.466 2.912
C -2.914 5.786 3.081
C -2.714 6.411 4.418
O -2.794 7.628 4.539
C -2.427 5.526 5.557
C -2.329 4.206 5.388
C -2.502 3.583 4.047
O -2.389 2.369 3.919
O -2.063 3.367 6.455
O -3.208 6.621 2.020
H -2.954 3.998 1.945
H -2.301 5.992 6.526
H -2.040 2.462 6.076
H -3.225 7.527 2.398
*
```

Calculated values
Frontier orbital gap = 5.645 eV
HOMO level = -0.278 hartree
Molar mass = 887.8 g mol⁻¹

Mulliken population analysis, charges in e, atoms 1 to 4: atom 1 (C): -0.361, atom 2 (C): -0.417, atom 3 (C): -0.351, atom 4 (C): 0.334

---

Q: Look up the molar mass of the second one.
A: 887.8 g mol⁻¹

---

Q: What is the HOMO level in the first record?
A: -0.184 hartree

---

Q: frontier orbital gap of number 2 (C40H29N3O17S2)?
A: 5.645 eV